[1]
{
  "formula": "C29H52P2SiYb",
  "method": "the ωB97M-V functional and the def2-TZVPD basis",
  "fmax_ev_per_a": 3.27,
  "total_charge": 1,
  "multiplicity": 2,
  "e_lumo_ev": [-2.83, -4.07],
  "homo_energy_ha": [-0.376, -0.374],
  "relative_energy_ev": 0.000,
  "gap_ev": [7.4044, 6.0999],
  "species": ["Yb", "C", "C", "C", "C", "C", "C", "H", "H", "H", "C", "H", "H", "H", "C", "H", "H", "H", "C", "H", "H", "H", "C", "H", "H", "H", "C", "C", "C", "C", "C", "C", "C", "C", "H", "H", "H", "H", "H", "H", "H", "H", "H", "H", "H", "H", "P", "P", "C", "C", "H", "H", "H", "H", "C", "H", "H", "H", "C", "H", "H", "H", "C", "H", "H", "H", "C", "H", "H", "H", "C", "Si", "C", "C", "C", "C", "H", "H", "H", "H", "H", "H", "H", "H", "H"],
  "coordinates": [[-1.163, 1.045, -0.676], [0.819, 0.995, 2.906], [1.728, 1.423, 1.896], [-0.267, 2.603, 1.653], [-0.383, 1.756, 2.791], [1.040, 2.382, 1.088], [1.088, -0.051, 3.916], [1.595, -0.876, 3.401], [0.201, -0.455, 4.378], [1.713, 0.335, 4.723], [-1.483, 1.774, 3.796], [-2.376, 1.211, 3.480], [-1.770, 2.787, 4.074], [-1.076, 1.317, 4.710], [-1.236, 3.680, 1.267], [-1.716, 4.119, 2.155], [-2.067, 3.380, 0.601], [-0.731, 4.490, 0.712], [1.685, 3.174, 0.009], [2.742, 3.320, 0.305], [1.194, 4.149, -0.099], [1.716, 2.686, -0.984], [3.101, 0.804, 1.667], [3.921, 1.529, 1.581], [3.165, 0.224, 0.722], [3.375, 0.083, 2.455], [1.208, -2.254, 1.078], [2.410, -2.733, 1.400], [3.524, -3.303, 0.573], [3.527, -2.947, -0.944], [3.714, -1.488, -1.182], [2.744, -0.614, -1.488], [1.415, -0.451, -0.773], [0.726, -1.748, -0.249], [3.518, -4.399, 0.667], [2.633, -3.312, -1.496], [4.515, -3.034, 0.997], [0.838, -2.476, -1.070], [0.444, -2.247, 1.868], [2.585, -2.950, 2.447], [-0.376, -1.520, -0.070], [1.499, 0.228, 0.092], [2.860, 0.008, -2.428], [0.751, 0.136, -1.446], [4.461, -3.381, -1.364], [4.762, -1.139, -1.267], [-0.652, -0.230, -3.386], [-0.895, 2.806, -4.058], [-1.060, 0.164, -5.172], [-1.568, 1.602, -5.335], [-1.855, -0.533, -5.488], [-0.170, -0.046, -5.789], [-1.355, 2.000, -6.335], [-2.667, 1.642, -5.213], [-1.412, 4.267, -5.014], [-0.986, 5.179, -4.600], [-2.501, 4.335, -5.036], [-1.055, 4.161, -6.036], [0.888, 2.821, -4.505], [1.036, 2.887, -5.585], [1.421, 1.946, -4.118], [1.318, 3.725, -4.059], [-2.028, -1.363, -2.984], [-1.900, -1.750, -1.961], [-2.016, -2.204, -3.692], [-2.993, -0.843, -3.062], [0.648, -1.552, -3.692], [0.819, -1.727, -4.743], [0.296, -2.445, -3.205], [1.587, -1.276, -3.245], [-4.699, -1.689, 4.372], [-2.985, -1.918, 3.610], [-1.870, -1.588, 5.116], [-2.862, -3.720, 3.130], [-2.444, -0.915, 2.144], [-1.990, -0.315, 1.142], [-4.787, -2.224, 5.324], [-5.467, -2.073, 3.694], [-4.892, -0.628, 4.564], [-2.265, -1.975, 6.056], [-0.893, -2.046, 4.972], [-1.785, -0.511, 5.231], [-3.252, -3.831, 2.112], [-1.819, -4.056, 3.164], [-3.457, -4.339, 3.814]]
}

=====

[2]
{
  "formula": "C29H53ClO7S2",
  "method": "the ωB97M-V functional and the def2-TZVPD basis",
  "fmax_ev_per_a": 1.85,
  "multiplicity": 1,
  "e_lumo_ev": 0.30,
  "homo_energy_ha": -0.355,
  "gap_ev": 9.9666,
  "species": ["C", "C", "C", "C", "C", "C", "C", "C", "C", "C", "C", "C", "C", "O", "C", "C", "C", "C", "C", "C", "C", "C", "C", "C", "O", "C", "C", "C", "C", "C", "C", "S", "O", "O", "Cl", "O", "S", "O", "O", "H", "H", "H", "H", "H", "H", "H", "H", "H", "H", "H", "H", "H", "H", "H", "H", "H", "H", "H", "H", "H", "H", "H", "H", "H", "H", "H", "H", "H", "H", "H", "H", "H", "H", "H", "H", "H", "H", "H", "H", "H", "H", "H", "H", "H", "H", "H", "H", "H", "H", "H", "H", "H"],
  "coordinates": [[2.415, -1.133, 1.833], [2.007, -1.333, 0.739], [1.502, -1.575, -0.623], [2.553, -0.952, -1.593], [3.772, -1.840, -1.888], [4.987, -1.624, -0.950], [6.221, -0.972, -1.605], [6.511, 0.483, -1.160], [5.266, 1.352, -1.042], [5.595, 2.841, -0.846], [4.513, 3.563, -0.047], [4.371, 3.130, 1.436], [5.624, 2.527, 2.069], [5.521, 2.468, 3.480], [4.753, 1.378, 3.930], [0.155, -0.797, -0.767], [-1.199, -1.555, -0.744], [-2.000, -1.359, -2.055], [-3.289, -0.550, -1.846], [-3.069, 0.851, -1.225], [-3.728, 0.997, 0.159], [-4.088, 2.461, 0.504], [-5.572, 2.794, 0.227], [-5.785, 3.894, -0.825], [-6.258, 3.304, -2.026], [-5.712, 3.853, -3.208], [-1.161, -3.028, -0.326], [-2.573, -3.497, 0.050], [-3.043, -2.945, 1.392], [-4.068, -3.856, 2.063], [-4.448, -3.314, 3.457], [-6.160, -2.812, 3.503], [-6.930, -3.819, 4.163], [-6.571, -2.340, 2.219], [-6.090, -1.177, 4.730], [-0.747, -3.913, -1.381], [0.752, -3.709, -2.014], [0.612, -2.709, -3.045], [1.447, -3.011, -0.725], [3.012, -0.993, 2.707], [2.906, -0.060, -1.085], [2.078, -0.683, -2.531], [3.522, -2.896, -1.921], [4.104, -1.584, -2.895], [5.307, -2.618, -0.635], [4.697, -1.101, -0.043], [6.143, -0.973, -2.693], [7.097, -1.574, -1.365], [7.145, 0.931, -1.927], [7.044, 0.452, -0.210], [4.638, 1.232, -1.925], [4.681, 1.033, -0.177], [5.621, 3.300, -1.837], [6.586, 2.975, -0.417], [3.557, 3.372, -0.537], [4.678, 4.639, -0.081], [3.521, 2.458, 1.554], [4.146, 4.019, 2.027], [6.487, 3.138, 1.816], [5.800, 1.518, 1.681], [3.691, 1.490, 3.688], [5.102, 0.434, 3.498], [4.844, 1.348, 5.012], [0.134, -0.062, 0.035], [0.218, -0.214, -1.681], [-1.802, -1.071, 0.023], [-2.292, -2.321, -2.475], [-1.396, -0.877, -2.820], [-3.737, -0.421, -2.832], [-3.986, -1.140, -1.253], [-3.548, 1.579, -1.880], [-2.007, 1.071, -1.137], [-3.072, 0.550, 0.911], [-4.646, 0.410, 0.178], [-3.873, 2.630, 1.557], [-3.444, 3.097, -0.101], [-6.031, 3.091, 1.169], [-6.112, 1.920, -0.131], [-4.855, 4.437, -0.996], [-6.528, 4.603, -0.448], [-6.275, 4.737, -3.521], [-4.654, 4.099, -3.095], [-5.798, 3.104, -3.993], [-0.569, -3.181, 0.576], [-3.282, -3.316, -0.754], [-2.500, -4.584, 0.147], [-2.182, -2.840, 2.057], [-3.517, -1.971, 1.257], [-4.946, -3.943, 1.427], [-3.655, -4.857, 2.173], [-3.861, -2.420, 3.653], [-4.284, -4.045, 4.240]]
}

=====

[3]
{
  "formula": "C29H53F3I2N2O7",
  "method": "the ωB97M-V functional and the def2-TZVPD basis",
  "fmax_ev_per_a": 0.60,
  "multiplicity": 1,
  "e_lumo_ev": 0.28,
  "homo_energy_ha": -0.318,
  "smiles": "CNC[C@]1(C[C@@H](O)C(F)(F)F)[C@H](I)NC(=O)[C@H]1I.C1CCOC1.C1CCOC1.C1CCOC1.C1CCOC1.C1CCOC1",
  "gap_ev": 8.9216,
  "species": ["C", "N", "C", "C", "C", "C", "O", "C", "F", "F", "F", "C", "I", "N", "C", "O", "C", "I", "H", "H", "H", "H", "H", "H", "H", "H", "H", "H", "H", "H", "H", "C", "C", "C", "O", "C", "H", "H", "H", "H", "H", "H", "H", "H", "C", "C", "C", "O", "C", "H", "H", "H", "H", "H", "H", "H", "H", "C", "C", "C", "O", "C", "H", "H", "H", "H", "H", "H", "H", "H", "C", "C", "C", "O", "C", "H", "H", "H", "H", "H", "H", "H", "H", "C", "C", "C", "O", "C", "H", "H", "H", "H", "H", "H", "H", "H"],
  "coordinates": [[4.985, -2.653, 1.823], [3.700, -2.549, 1.128], [3.738, -2.261, -0.300], [2.745, -1.119, -0.702], [1.361, -1.599, -1.155], [0.590, -2.700, -0.402], [1.352, -3.843, -0.049], [-0.134, -2.237, 0.881], [0.197, -0.984, 1.245], [0.113, -3.019, 1.928], [-1.467, -2.236, 0.678], [3.382, -0.270, -1.829], [4.139, -1.346, -3.524], [4.431, 0.493, -1.166], [4.251, 0.441, 0.207], [5.077, 0.716, 1.029], [2.839, -0.070, 0.426], [1.564, 1.665, 0.192], [5.810, -2.404, 1.154], [5.156, -3.663, 2.209], [5.029, -1.957, 2.665], [3.135, -3.372, 1.281], [3.483, -3.140, -0.895], [4.754, -1.982, -0.589], [0.715, -0.714, -1.195], [1.450, -1.954, -2.188], [-0.220, -3.018, -1.067], [1.500, -4.361, -0.849], [2.655, 0.400, -2.287], [5.386, 0.407, -1.486], [2.647, -0.431, 1.427], [9.370, -3.340, -0.598], [9.515, -2.014, 0.148], [8.439, -1.168, -0.521], [7.400, -2.076, -0.896], [7.860, -3.425, -0.779], [9.774, -4.193, -0.056], [9.867, -3.283, -1.569], [9.287, -2.148, 1.207], [10.506, -1.571, 0.065], [8.825, -0.675, -1.420], [8.015, -0.409, 0.138], [7.385, -3.893, 0.090], [7.560, -3.973, -1.673], [-4.758, 0.453, 2.441], [-3.949, -0.183, 1.314], [-4.606, -1.554, 1.204], [-5.976, -1.369, 1.560], [-6.156, -0.074, 2.146], [-4.718, 1.542, 2.449], [-4.405, 0.089, 3.409], [-4.088, 0.379, 0.388], [-2.882, -0.245, 1.519], [-4.146, -2.268, 1.896], [-4.560, -1.972, 0.198], [-6.681, 0.576, 1.442], [-6.770, -0.183, 3.042], [-10.431, 3.052, 1.179], [-9.706, 3.811, 2.289], [-8.409, 3.025, 2.398], [-8.131, 2.533, 1.084], [-9.277, 2.699, 0.248], [-11.205, 3.636, 0.682], [-10.890, 2.144, 1.576], [-9.502, 4.839, 1.984], [-10.252, 3.845, 3.230], [-8.515, 2.175, 3.082], [-7.568, 3.632, 2.733], [-9.086, 3.506, -0.467], [-9.438, 1.775, -0.309], [-7.334, 8.059, 4.980], [-6.666, 7.869, 3.619], [-6.946, 6.397, 3.345], [-8.197, 6.107, 3.972], [-8.570, 7.181, 4.836], [-7.580, 9.095, 5.206], [-6.688, 7.679, 5.774], [-7.153, 8.494, 2.868], [-5.602, 8.099, 3.617], [-6.169, 5.759, 3.782], [-7.025, 6.164, 2.282], [-9.398, 7.736, 4.381], [-8.915, 6.763, 5.782], [6.185, -3.501, -7.903], [7.510, -3.650, -7.157], [7.044, -3.637, -5.707], [5.743, -4.227, -5.701], [5.253, -4.340, -7.038], [6.222, -3.846, -8.935], [5.866, -2.456, -7.902], [7.974, -4.608, -7.400], [8.225, -2.858, -7.374], [6.978, -2.614, -5.320], [7.690, -4.213, -5.042], [5.273, -5.393, -7.340], [4.218, -3.995, -7.061]]
}